Record 1
One molecule with the formula C4H5N3S at a distorted geometry, computed with ωB97M-V/def2-TZVPD.

XYZ file:
```
13
C4H5N3S | the Open Molecules 2025 dataset | ωB97M-V/def2-TZVPD
C 3.03 0.31 0.53
C 0.06 -1.15 -0.48
C -0.83 0.15 -0.60
C -1.83 0.37 0.51
N 3.78 0.91 1.18
N 1.28 -1.12 -0.30
N 2.10 -0.20 -0.27
S 0.27 1.58 -0.79
H -0.41 -2.15 -0.73
H -1.32 0.10 -1.55
H -2.52 1.13 0.29
H -1.20 0.62 1.44
H -2.41 -0.54 0.79
```

The calculation puts the orbital gap (spin up / spin down) at 0.2464 / 0.2464 hartree. As for the HOMO energy (spin up / spin down): -9.072 / -9.071 eV. For the energy above the lowest of the compared OMol25 structures with the same formula, charge and spin, the calculation gives 499.34 kJ/mol.

---

Record 2
C26H37ClN2O2PtSi3 as an isolated structure at a distorted geometry, computed with ωB97M-V/def2-TZVPD.

XYZ file:
```
72
C26H37ClN2O2PtSi3 | the Open Molecules 2025 dataset | ωB97M-V/def2-TZVPD
Pt 0.47 0.59 -0.61
Cl 3.60 6.84 -2.75
C 2.75 5.52 -1.99
C 1.79 5.80 -1.01
C 1.10 4.78 -0.41
C 1.30 3.42 -0.77
O 0.56 2.54 -0.17
C 2.32 3.16 -1.73
C 2.72 1.85 -2.12
N 2.15 0.76 -1.76
C 2.66 -0.51 -2.15
C 3.91 -0.78 -2.63
C 4.22 -2.07 -3.10
C 3.29 -3.06 -3.10
C 1.99 -2.81 -2.59
C 0.94 -3.76 -2.62
C -0.29 -3.39 -2.19
C -0.48 -2.11 -1.62
N 0.49 -1.24 -1.49
C 1.71 -1.55 -2.06
C 3.02 4.24 -2.33
H 1.60 6.83 -0.72
H 0.36 4.99 0.35
H 3.58 1.80 -2.80
H 4.66 0.00 -2.65
H 5.22 -2.27 -3.48
H 3.52 -4.04 -3.49
H 1.12 -4.75 -3.02
H -1.14 -4.07 -2.24
H -1.45 -1.81 -1.27
H 3.78 4.02 -3.07
C -0.52 -3.62 1.67
O -0.46 -2.28 1.26
Si -1.72 -1.18 1.43
C -3.20 -1.84 0.42
C -2.35 -1.44 3.18
C -1.01 0.48 1.01
Si -2.30 1.66 0.31
C -3.94 1.38 1.25
C -2.10 3.52 0.44
C -2.72 1.34 -1.51
Si -0.08 1.01 2.59
C 0.89 2.60 2.80
C 1.18 -0.33 2.99
C -1.30 1.15 4.04
H -1.31 -4.18 1.15
H -0.70 -3.71 2.75
H 0.44 -4.09 1.45
H -3.09 -2.92 0.31
H -3.34 -1.41 -0.57
H -4.12 -1.67 0.98
H -2.86 -2.41 3.21
H -3.08 -0.69 3.47
H -1.55 -1.46 3.92
H -3.76 1.33 2.33
H -4.44 0.46 0.95
H -4.64 2.20 1.08
H -1.68 3.83 1.40
H -3.10 3.96 0.35
H -1.47 3.93 -0.35
H -3.31 0.43 -1.64
H -1.83 1.25 -2.14
H -3.31 2.17 -1.89
H 1.80 2.65 2.21
H 1.17 2.63 3.86
H 0.29 3.49 2.60
H 1.75 -0.60 2.10
H 0.71 -1.25 3.36
H 1.88 0.01 3.76
H -2.33 1.27 3.72
H -1.04 2.03 4.64
H -1.25 0.29 4.71
```

The calculation puts the orbital gap at 0.2476 hartree. As for the HOMO energy: -7.823 eV. For the energy above the lowest of the compared OMol25 structures with the same formula, charge and spin, the calculation gives 0.00 kJ/mol.

---

Record 3
C9H27NNaO13S2 as an isolated structure at a distorted geometry, computed with ωB97M-V/def2-TZVPD.

XYZ file:
```
53
C9H27NNaO13S2 | the Open Molecules 2025 dataset | ωB97M-V/def2-TZVPD
Na -0.14 0.45 -1.56
S -1.98 -0.54 -3.33
O -1.53 0.44 -2.37
O -1.94 -1.85 -2.70
O -3.30 0.06 -3.57
O -1.22 -0.45 -4.56
S 1.56 2.55 -1.30
O 0.94 1.51 -2.08
O 0.71 3.02 -0.22
O 2.94 2.23 -0.92
O 2.15 3.58 -2.17
C -1.09 1.21 1.11
O -0.69 1.64 -0.22
H -0.27 0.79 1.70
H -1.50 2.07 1.64
H -1.88 0.46 1.06
H -0.10 2.38 -0.07
C 1.36 -0.09 -4.00
O 0.43 -0.82 -3.20
H 0.75 0.40 -4.76
H 1.87 0.58 -3.31
H 2.19 -0.54 -4.54
H -0.42 -0.74 -3.65
C -1.76 -2.07 -0.19
O -0.96 -1.24 -0.99
H -2.66 -1.57 0.17
H -1.95 -3.03 -0.66
H -1.19 -2.33 0.70
H -1.28 -1.18 -1.90
C -0.91 1.49 5.26
O -0.81 0.81 4.08
C -1.05 -0.63 4.20
C -0.91 -1.12 2.80
N 0.44 -0.93 2.26
C 0.52 -1.23 0.78
C 1.82 -0.70 0.18
O 1.67 -0.46 -1.24
C 2.90 -0.17 -1.89
H -0.76 2.55 5.03
H -0.26 1.08 6.03
H -1.93 1.52 5.65
H -2.08 -0.73 4.56
H -0.43 -1.17 4.92
H -1.59 -0.49 2.22
H -1.30 -2.13 2.71
H 0.90 -0.09 2.58
H -0.25 -0.66 0.25
H 0.52 -2.29 0.56
H 2.63 -1.38 0.46
H 2.12 0.19 0.74
H 2.76 0.16 -2.92
H 3.44 -1.12 -1.87
H 3.53 0.61 -1.46
```

The calculation puts the orbital gap at 0.1081 hartree. As for the HOMO energy: 2.800 eV. As for the total charge: -3.

---

Values of DFT total energy, in order: -717.7035 -2721.0763 -2349.8336, all in Eh.